i | 144
Properties=species:S:1:pos:R:3 method="wB97M-V/def2-TZVPD" e_homo_ev=-8.28 homo_lumo_gap_ha=0.3089
O 2.38 2.37 40.20
O -7.42 2.69 35.04
O 7.53 6.30 39.43
O -2.96 9.79 32.73
O -0.72 6.41 31.66
O -5.45 -1.83 36.41
O 11.94 19.81 39.29
O -6.26 0.79 28.15
O 0.74 8.17 28.99
O -11.65 3.49 28.95
O 4.72 9.22 33.90
O 9.20 16.69 36.67
N 11.46 16.88 38.10
N 1.97 7.13 32.44
N -4.72 1.95 36.46
N 4.91 4.11 38.18
N -9.48 2.66 27.23
N -1.55 9.71 30.14
C 5.71 9.25 32.98
C 11.10 17.55 39.37
C -7.61 1.08 28.28
C 2.57 2.44 41.64
C -11.79 2.50 28.01
C -3.64 9.44 33.96
C -5.50 -2.88 35.45
C -8.15 2.07 27.09
C -5.27 -0.45 35.90
C -10.48 1.75 27.76
C 3.84 4.08 39.21
C -7.29 3.96 34.34
C -4.88 0.60 36.98
C 13.04 20.68 39.37
C 0.47 9.51 28.68
C 0.32 7.15 28.12
C 11.00 15.57 38.03
C -11.78 3.14 30.38
C 3.52 2.63 39.39
C -5.71 2.97 36.86
C 2.94 8.26 32.60
C -3.64 9.26 31.61
C 0.97 7.10 33.46
C 3.94 8.09 33.79
C 6.27 4.37 38.71
C 12.22 18.55 39.81
C -2.99 9.81 30.29
C -7.21 2.72 36.44
C -5.73 0.14 29.28
C 9.39 16.40 35.24
C -1.68 5.41 31.29
C 9.54 15.77 37.72
C -0.06 6.07 32.96
C 7.66 7.80 39.64
C -1.08 9.82 28.77
C 6.27 5.91 38.97
H -8.15 1.47 26.18
H 13.93 20.29 38.88
H -11.90 2.08 30.61
H 4.62 4.59 37.33
H -2.36 5.83 30.55
H 0.59 5.20 32.97
H -5.06 -0.67 28.97
H -12.46 3.81 30.91
H -3.00 10.88 30.53
H 6.40 3.86 39.66
H 4.37 2.27 39.97
H 2.36 9.18 32.64
H -9.71 3.63 27.37
H 0.31 7.96 33.32
H -4.98 0.82 29.68
H -5.48 0.63 37.89
H -7.63 4.76 35.00
H 0.92 6.87 27.25
H 5.79 6.35 38.09
H -1.50 9.06 28.11
H -10.73 0.99 27.02
H -12.13 2.96 27.09
H 3.32 7.94 34.68
H -4.51 -0.40 35.11
H -3.64 9.51 29.47
H 4.05 4.53 40.18
H 10.82 16.87 40.18
H -3.75 8.18 31.70
H -6.04 -3.69 35.94
H -1.34 10.81 28.39
H 5.59 6.19 39.77
H 10.43 16.11 35.15
H 1.74 1.96 42.15
H 8.50 8.36 39.24
H 11.30 15.09 37.10
H -10.81 3.37 30.83
H -7.94 4.03 33.47
H -5.54 3.36 37.86
H 2.64 3.50 41.90
H -5.40 3.88 36.34
H -1.17 4.58 30.81
H -2.17 4.91 32.13
H -1.17 8.85 30.49
H -6.23 4.00 34.06
H -0.73 7.08 27.84
H 12.72 21.58 38.85
H -7.41 2.87 27.04
H -12.59 1.82 28.26
H -7.75 3.48 37.01
H -7.44 1.74 36.84
H 9.22 17.19 34.51
H 3.51 1.90 41.79
H -4.54 -3.33 35.18
H -10.07 1.37 28.70
H 7.41 7.91 40.70
H 0.41 6.23 28.68
H 1.09 10.15 29.32
H -0.89 5.97 33.66
H 1.09 6.90 34.52
H 6.79 8.23 39.14
H 3.39 8.23 31.61
H 12.01 18.66 40.87
H -8.24 0.20 28.20
H 8.80 15.50 35.04
H -3.68 8.36 34.11
H 9.09 14.85 37.36
H 0.89 9.61 27.68
H 7.11 4.08 38.07
H -6.40 -0.13 30.09
H 2.84 4.43 38.94
H 3.44 2.07 38.46
H -2.97 9.81 34.74
H 11.24 14.93 38.87
H 1.66 7.24 31.49
H 13.23 20.97 40.41
H 10.14 17.98 39.09
H 10.93 17.36 37.39
H 6.52 8.52 32.90
H -6.15 -0.03 35.41
H 6.17 10.24 33.04
H -4.56 1.88 35.46
H -3.84 0.56 37.29
H 9.01 16.01 38.64
H -4.63 9.87 34.11
H -6.17 -2.52 34.67
H 13.16 18.03 39.63
H 5.30 9.27 31.97
H -7.84 1.40 29.30
H -4.66 9.64 31.68
H 4.46 7.14 33.69


ii | 144
Properties=species:S:1:pos:R:3 method="wB97M-V/def2-TZVPD" e_homo_ev=-8.33 homo_lumo_gap_ha=0.3238
O 10.00 -5.74 3.78
O -4.69 6.77 -4.76
O 2.51 2.35 5.07
O 4.01 6.43 1.64
O -3.39 -2.57 -3.02
O -3.87 2.49 3.50
O 1.98 -2.53 1.89
O -6.65 4.39 -2.49
O -0.80 1.72 -1.17
O 0.72 -5.77 -6.96
O -4.20 -3.39 1.13
O 4.96 -3.87 4.38
N 0.56 -0.49 -0.37
N 1.83 4.59 2.79
N -1.37 -3.68 -4.84
N -4.59 3.90 -4.44
N -4.45 0.06 2.09
N 7.49 -3.72 5.73
C -2.94 1.85 2.66
C -5.25 2.74 -3.86
C -5.88 4.45 -1.32
C 1.08 3.73 3.70
C -4.75 5.86 -5.85
C 8.79 -4.02 5.14
C -0.53 -5.50 -6.35
C 3.27 6.64 2.85
C -3.63 -3.73 -3.85
C 0.01 -0.47 -1.73
C -4.69 -1.15 1.24
C 8.81 -5.04 3.97
C -1.14 0.56 -1.90
C 2.89 5.30 3.52
C 2.33 -1.38 1.09
C -0.21 -4.40 -5.32
C -1.81 2.68 -1.17
C -3.64 1.14 1.51
C 4.41 -4.80 3.43
C -4.24 8.04 -5.09
C 3.34 1.22 5.14
C -4.58 -1.83 -2.90
C 5.26 5.75 1.79
C -5.47 4.63 -5.39
C 0.55 -6.60 -8.11
C 6.00 -3.03 3.87
C 1.62 2.36 3.95
C -4.36 3.74 3.05
C 11.09 -4.90 3.49
C -3.33 -4.48 0.87
C 6.76 -2.58 5.13
C 0.63 -2.53 2.24
C -3.53 -2.17 1.39
C -6.56 3.12 -3.11
C 1.71 -1.37 -0.30
C -2.36 -4.46 -4.11
H -0.03 -2.15 1.46
H -4.92 -0.75 0.26
H 0.80 1.66 4.17
H 0.79 0.47 -0.12
H -2.25 2.61 2.25
H 7.98 -5.75 4.05
H 2.41 7.22 2.54
H 0.30 -3.57 2.39
H -4.13 -3.36 -4.75
H 2.05 1.96 3.02
H -6.05 3.59 -0.67
H -5.22 -2.43 -2.24
H 7.44 -1.77 4.85
H -4.14 4.48 -3.76
H -4.54 2.20 -3.22
H 5.56 -2.19 3.33
H -4.34 1.79 0.98
H 11.46 -4.35 4.37
H -2.79 -4.29 -0.07
H -7.33 3.07 -3.88
H -3.26 7.94 -5.58
H 3.62 -5.39 3.88
H 0.44 -3.72 -5.86
H -5.53 2.00 -4.61
H -3.67 4.25 2.37
H 5.86 5.96 0.91
H 2.73 0.31 5.20
H -6.08 5.34 -0.72
H -2.73 2.53 -0.60
H -1.25 0.71 -2.99
H -3.83 -5.43 0.72
H 6.65 -3.61 3.22
H -2.65 -5.34 -4.69
H 2.60 -1.09 -0.89
H -5.26 3.65 2.43
H -2.04 2.79 -2.24
H -0.12 -6.20 -8.88
H -4.90 8.67 -5.69
H 5.99 -2.15 5.78
H -2.59 -4.50 1.68
H -2.15 0.24 -1.62
H 3.93 1.13 4.22
H 3.41 -1.48 0.97
H -5.44 3.89 -6.20
H 1.50 -2.35 -0.73
H 0.38 -2.00 3.17
H 1.54 -6.73 -8.55
H 5.26 -5.45 3.18
H -6.51 4.86 -5.18
H 2.12 -0.49 1.70
H -5.42 6.32 -6.61
H -5.04 -1.59 -3.87
H -6.83 2.45 -2.29
H 11.93 -5.51 3.16
H 2.26 3.99 2.10
H -0.31 -1.48 -1.97
H -1.26 -2.77 -4.42
H -1.52 3.68 -0.82
H -5.54 -1.60 1.74
H 5.18 4.67 1.94
H 3.82 4.76 3.70
H -3.89 8.53 -4.17
H -4.14 -0.19 3.01
H -3.85 5.91 -6.47
H 0.74 -0.19 -2.50
H 6.77 -4.43 5.63
H -4.80 4.42 -1.53
H 0.10 3.54 3.24
H 2.51 5.63 4.49
H 10.80 -4.13 2.76
H 3.99 1.25 6.01
H -4.38 -0.79 -2.63
H 9.34 -3.11 4.92
H -2.74 -1.95 0.66
H 9.25 -4.47 6.03
H 5.78 6.29 2.58
H 0.13 -7.55 -7.76
H 4.17 -4.22 2.54
H -1.85 -4.79 -3.19
H -2.96 0.73 0.75
H -4.48 4.30 3.97
H -4.32 -4.39 -3.31
H 0.70 4.23 4.59
H 3.80 7.25 3.59
H -1.02 -6.40 -5.97
H -2.23 1.27 3.25
H 8.57 -4.52 3.03
H 0.29 -4.85 -4.45
H -3.12 -2.28 2.41
H -1.21 -5.12 -7.12


It is ii that is the most stable of them.


i | 22
Properties=species:S:1:pos:R:3 method="wB97M-V/def2-TZVPD" total_charge=+1 e_homo_ev=-14.12 homo_lumo_gap_ha=0.3956
O 7.29 0.91 -13.06
O 9.07 1.14 -15.37
O 4.97 2.22 -14.71
O 6.98 2.31 -17.06
O 4.49 0.11 -17.18
O 7.60 3.51 -14.39
O 6.25 -0.48 -15.27
Li 6.89 1.65 -15.06
H 5.43 -0.93 -15.09
H 4.85 2.62 -13.86
H 4.40 2.74 -15.34
H 9.70 0.42 -15.46
H 6.40 0.56 -12.94
H 7.90 0.18 -13.15
H 6.39 2.86 -17.55
H 7.75 2.88 -16.99
H 9.50 1.98 -15.34
H 6.89 -1.20 -15.35
H 5.34 -0.11 -16.78
H 8.54 3.53 -14.32
H 4.22 -0.51 -17.86
H 7.37 3.56 -13.48


ii | 22
Properties=species:S:1:pos:R:3 method="wB97M-V/def2-TZVPD" total_charge=+1 e_homo_ev=-13.98 homo_lumo_gap_ha=0.3929
O -1.39 1.45 0.66
O 1.30 0.79 -3.11
O -0.68 -0.77 -1.98
O 0.58 0.16 2.39
O 1.16 -1.65 0.04
O 1.52 1.33 -0.08
O -2.28 -1.22 1.37
Li -0.05 -0.04 0.33
H 2.08 -1.92 -0.01
H -2.25 -1.73 2.18
H -2.39 -0.31 1.65
H 0.26 0.65 3.15
H 1.15 -0.51 2.76
H -1.76 1.87 -0.11
H 2.35 1.33 -0.54
H -1.53 2.08 1.37
H 1.54 2.13 0.45
H -1.61 -0.99 -2.03
H 0.85 0.62 -3.94
H 0.73 -2.37 0.51
H -0.26 -1.38 -2.60
H 0.68 0.48 -2.44


It is ii that is the most stable of them.